# 1
Molecular formula: C5H9NO
Method: DFT, wB97M-V/def2-TZVPD

HOMO energy: -9.2 eV
DFT total energy: -8867.67492 eV
Kohn-Sham gap: 10.20 eV
SMILES string: C[C@H]1CN(C)C1=O

CARTESIAN COORDINATES (ANGSTROEM)
1 O -0.24 1.99 1.31
2 N -0.96 0.54 -0.44
3 C 1.47 -0.48 0.76
4 C 0.12 0.08 -1.32
5 C 1.14 0.60 -0.30
6 C -1.90 -0.43 0.12
7 C -0.07 1.27 0.36
8 H 0.10 0.61 -2.29
9 H 1.66 -1.46 0.30
10 H 0.62 -0.62 1.45
11 H -1.41 -1.42 0.17
12 H -2.80 -0.52 -0.49
13 H -2.17 -0.13 1.14
14 H 0.13 -1.00 -1.50
15 H 2.32 -0.20 1.38
16 H 2.00 1.19 -0.65

=====

# 2
Molecular formula: C5H8N2O
Method: DFT, wB97M-V/def2-TZVPD

HOMO energy: -10.3 eV
DFT total energy: -10340.00392 eV
Kohn-Sham gap: 10.39 eV
SMILES string: [H]/N=C(/C#N)CO.C=C

CARTESIAN COORDINATES (ANGSTROEM)
1 O -1.44 -0.46 -1.71
2 N 3.04 -0.54 -0.10
3 N 0.52 1.49 -1.16
4 C -0.92 -0.19 1.93
5 C 2.02 -0.15 -0.43
6 C 0.01 0.76 1.90
7 C -0.24 -0.90 -1.15
8 C 0.71 0.29 -0.81
9 H -0.69 -1.20 2.24
10 H -0.24 1.78 1.66
11 H 0.30 -1.59 -1.81
12 H 1.00 0.60 2.30
13 H -0.49 -1.43 -0.23
14 H -1.93 -0.01 1.59
15 H -0.37 1.64 -1.64
16 H -1.27 -0.10 -2.59

=====

# 3
Molecular formula: C4H12N4O
Method: DFT, wB97M-V/def2-TZVPD

HOMO energy: -7.2 eV
DFT total energy: -12347.41091 eV
Kohn-Sham gap: 7.98 eV

CARTESIAN COORDINATES (ANGSTROEM)
1 O 1.49 -0.75 1.49
2 N -1.06 -0.69 1.93
3 N -1.24 1.18 -1.08
4 N -0.56 0.27 0.99
5 N -1.93 -0.97 -0.49
6 C -1.08 0.06 -0.30
7 C 0.95 0.09 0.78
8 C 1.67 1.36 0.39
9 C 0.85 -0.90 -1.18
10 H -1.89 -1.68 0.22
11 H -0.64 1.94 -0.82
12 H 1.92 -0.72 -1.28
13 H -2.22 -1.21 -1.42
14 H 0.38 -0.75 -2.16
15 H 0.69 -1.92 -0.84
16 H -0.24 -1.21 2.23
17 H 2.72 1.12 0.23
18 H 1.29 1.83 -0.52
19 H 1.58 2.07 1.22
20 H -1.27 1.02 -2.08
21 H -1.41 -0.16 2.72

=====

# 4
Molecular formula: C48H117O29P5
Method: DFT, wB97M-V/def2-TZVPD

HOMO energy: -9.1 eV
DFT total energy: -157499.81613 eV
Kohn-Sham gap: 9.55 eV
SMILES string: CCOP(=O)(OCC)OCC.CCOP(=O)(OCC)OCC.CCOP(=O)(OCC)OCC.CCOP(=O)(OCC)OCC.CCOP(=O)(OCC)OCC.COCCOCCOC.COCCOCCOC.COCCOCCOC

CARTESIAN COORDINATES (ANGSTROEM)
1 P -8.84 -20.61 -7.90
2 P -10.94 -8.92 -1.63
3 P -18.60 -15.44 -13.52
4 P -13.17 -11.72 -8.91
5 P -9.10 -5.93 -11.46
6 O -10.45 -8.34 -3.05
7 O -7.54 -13.66 -10.79
8 O -14.38 -12.12 -9.82
9 O -7.41 -20.30 -8.58
10 O -9.65 -21.61 -8.59
11 O -12.47 -9.35 -1.87
12 O -16.04 -17.81 -9.23
13 O -9.52 -19.19 -7.75
14 O -19.90 -14.50 -13.68
15 O -8.76 -7.49 -11.52
16 O -10.57 -5.88 -10.87
17 O -18.44 -15.80 -12.10
18 O -20.51 -8.72 -15.40
19 O -11.86 -12.39 -9.55
20 O -8.10 -5.17 -10.71
21 O -19.65 -17.50 -8.85
22 O -13.36 -12.14 -7.50
23 O -12.98 -10.17 -9.16
24 O -8.42 -12.12 -7.65
25 O -11.13 -7.65 -0.68
26 O -8.55 -20.98 -6.40
27 O -9.29 -5.40 -12.95
28 O -5.12 -12.81 -11.96
29 O -17.35 -14.68 -14.23
30 O -10.09 -10.01 -1.13
31 O -18.95 -16.61 -14.55
32 O -15.15 -8.59 -11.94
33 O -14.13 -20.28 -9.13
34 O -18.25 -9.54 -13.38
35 C -11.70 -9.52 -9.01
36 C -14.00 -19.02 -9.74
37 C -15.33 -18.42 -10.27
38 C -7.64 -12.99 -12.00
39 C -8.51 -8.12 -10.26
40 C -20.11 -16.20 -9.23
41 C -6.78 -21.22 -4.89
42 C -4.85 -14.07 -12.50
43 C -16.85 -9.35 -13.26
44 C -11.37 -17.67 -7.69
45 C -11.17 -4.61 -10.58
46 C -8.52 -12.95 -8.79
47 C -18.67 -10.10 -14.60
48 C -8.86 -9.60 -10.37
49 C -9.98 -7.26 0.09
50 C -18.16 -17.82 -14.62
51 C -14.60 -7.39 -11.45
52 C -10.91 -19.05 -7.34
53 C -16.57 -8.65 -11.91
54 C -20.14 -9.99 -14.82
55 C -8.24 -5.30 -13.90
56 C -7.28 -12.86 -9.63
57 C -11.25 -7.38 -3.80
58 C -12.41 -8.07 -4.52
59 C -10.43 -6.10 1.03
60 C -6.06 -22.42 -8.74
61 C -12.16 -4.15 -11.68
62 C -21.92 -8.68 -15.58
63 C -18.29 -17.48 -8.45
64 C -15.76 -12.31 -9.41
65 C -20.15 -13.37 -12.85
66 C -15.93 -14.00 -16.03
67 C -11.76 -14.76 -9.20
68 C -6.32 -12.25 -12.43
69 C -17.35 -14.40 -15.62
70 C -12.97 -10.54 -1.28
71 C -11.90 -13.63 -10.21
72 C -8.86 -4.77 -15.20
73 C -6.95 -21.38 -9.42
74 C -9.36 -12.25 -6.63
75 C -17.93 -18.52 -13.31
76 C -13.16 -11.65 -2.30
77 C -17.36 -17.37 -9.62
78 C -7.68 -20.23 -5.55
79 C -15.05 -20.42 -8.04
80 C -12.00 -8.08 -8.73
81 C -20.59 -13.74 -11.44
82 C -16.51 -13.29 -10.33
83 H -7.43 -8.14 -10.10
84 H -12.08 -15.70 -9.63
85 H -7.38 -4.69 -13.62
86 H -19.27 -12.73 -12.73
87 H -21.45 -14.41 -11.51
88 H -17.53 -13.40 -9.96
89 H -12.73 -13.77 -10.91
90 H -13.95 -12.30 -1.90
91 H -19.80 -14.23 -10.87
92 H -12.31 -3.08 -11.51
93 H -18.30 -11.11 -14.79
94 H -10.90 -19.37 -6.30
95 H -18.07 -16.62 -7.80
96 H -13.28 -18.91 -10.54
97 H -20.91 -12.87 -10.86
98 H -6.12 -21.72 -5.60
99 H -21.17 -16.15 -8.95
100 H -20.88 -12.74 -13.35
101 H -13.69 -18.35 -8.92
102 H -13.22 -8.40 -3.86
103 H -13.93 -10.36 -0.80
104 H -11.27 -9.94 -8.10
105 H -12.46 -7.68 -9.64
106 H -7.26 -22.06 -4.36
107 H -6.37 -13.20 -9.14
108 H -16.61 -12.76 -11.28
109 H -12.29 -17.42 -7.16
110 H -16.96 -7.63 -11.91
111 H -10.36 -3.88 -10.46
112 H -15.76 -13.04 -15.57
113 H -15.40 -21.45 -8.02
114 H -5.63 -14.82 -12.32
115 H -18.81 -18.41 -15.27
116 H -20.61 -10.67 -15.53
117 H -16.20 -11.32 -9.51
118 H -18.24 -9.43 -15.37
119 H -9.90 -9.81 -10.63
120 H -12.26 -12.20 -2.57
121 H -11.08 -9.75 -9.88
122 H -13.58 -7.22 -11.80
123 H -14.54 -19.96 -7.20
124 H -12.61 -8.00 -7.83
125 H -9.33 -12.58 -9.43
126 H -9.39 -11.49 -5.85
127 H -9.61 -8.14 0.62
128 H -18.05 -18.40 -7.91
129 H -16.02 -14.26 -10.36
130 H -8.26 -10.07 -11.16
131 H -8.42 -5.11 -16.13
132 H -12.11 -8.95 -5.08
133 H -16.23 -10.17 -13.64
134 H -8.44 -12.25 -12.11
135 H -6.46 -22.57 -7.73
136 H -6.44 -11.25 -12.01
137 H -7.00 -11.82 -9.82
138 H -15.11 -17.70 -11.08
139 H -19.96 -16.11 -10.30
140 H -7.76 -21.84 -9.98
141 H -10.78 -5.28 0.41
142 H -17.26 -17.58 -15.19
143 H -6.27 -11.95 -13.49
144 H -10.72 -14.70 -8.88
145 H -17.81 -17.91 -10.46
146 H -11.59 -4.61 -9.58
147 H -15.65 -12.76 -8.42
148 H -11.12 -6.46 1.78
149 H -10.57 -7.02 -4.57
150 H -11.09 -7.49 -8.55
151 H -15.15 -6.55 -11.89
152 H -11.47 -6.57 -3.10
153 H -7.91 -6.32 -14.10
154 H -12.83 -7.35 -5.24
155 H -16.57 -8.60 -14.02
156 H -17.10 -16.36 -9.94
157 H -4.60 -14.09 -13.56
158 H -6.19 -20.90 -4.02
159 H -17.17 -18.06 -12.67
160 H -11.63 -4.30 -12.62
161 H -15.27 -14.79 -15.66
162 H -22.40 -9.56 -16.00
163 H -7.94 -13.82 -12.65
164 H -17.75 -15.17 -16.28
165 H -9.90 -5.11 -15.18
166 H -13.51 -11.30 -3.27
167 H -15.92 -19.16 -10.83
168 H -11.52 -19.81 -7.84
169 H -19.77 -15.34 -8.65
170 H -13.16 -4.56 -11.56
171 H -9.00 -3.69 -15.25
172 H -20.60 -10.06 -13.82
173 H -18.05 -13.56 -15.74
174 H -3.99 -14.47 -11.95
175 H -11.06 -13.71 -10.91
176 H -6.44 -20.94 -10.28
177 H -12.32 -10.94 -0.50
178 H -14.57 -7.28 -10.36
179 H -17.54 -19.53 -13.45
180 H -8.46 -10.20 -9.54
181 H -9.08 -6.92 -0.43
182 H -15.72 -14.04 -17.10
183 H -16.97 -9.26 -11.10
184 H -5.05 -22.07 -8.55
185 H -18.78 -18.47 -12.62
186 H -22.15 -7.79 -16.15
187 H -22.40 -8.57 -14.60
188 H -15.98 -19.90 -8.29
189 H -7.01 -19.55 -6.09
190 H -8.28 -19.63 -4.86
191 H -11.58 -17.61 -8.75
192 H -8.62 -14.00 -8.51
193 H -8.97 -7.68 -9.38
194 H -10.70 -16.90 -7.29
195 H -6.11 -23.40 -9.21
196 H -9.29 -13.21 -6.11
197 H -12.29 -14.59 -8.26
198 H -10.39 -12.22 -7.03
199 H -9.56 -5.63 1.50

=====

# 5
Molecular formula: C27H17N4O7
Method: DFT, wB97M-V/def2-TZVPD

HOMO energy: -4.9 eV
DFT total energy: -48558.99606 eV
net charge: -1
Kohn-Sham gap: 7.05 eV
SMILES string: O=C(c1ccccc1)C(C(=O)c1ccccc1)(c1ccccc1)[C@H]1C(=[N+]([O-])[O-])C=C([N+](=O)[O-])c2nonc21

CARTESIAN COORDINATES (ANGSTROEM)
1 O 0.50 -3.59 -0.99
2 O 1.76 -0.88 1.68
3 O -4.03 -2.58 -2.14
4 O -4.49 -0.91 -3.52
5 O 2.08 -2.10 -1.36
6 O 1.87 2.49 -0.58
7 O -1.97 2.51 -2.42
8 N -3.72 -1.54 -2.76
9 N -0.64 2.14 -2.22
10 N -2.85 1.40 -2.45
11 N 0.87 -2.42 -1.28
12 C -3.02 -2.60 1.55
13 C 5.80 -0.38 0.54
14 C -2.68 2.61 0.47
15 C -2.35 -1.07 -2.52
16 C -1.76 1.57 0.30
17 C 3.84 -0.07 -0.85
18 C -2.92 -1.30 2.07
19 C -1.88 -3.29 1.16
20 C -0.68 0.78 -2.24
21 C -0.13 -1.47 -1.62
22 C 1.90 1.37 -0.09
23 C 0.72 -0.53 1.12
24 C 5.29 0.57 1.46
25 C -0.95 3.86 1.66
26 C -0.56 -1.28 1.49
27 C 0.29 -0.06 -1.55
28 C 5.06 -0.70 -0.61
29 C -1.99 0.33 -2.61
30 C 3.26 0.70 0.16
31 C -1.66 -0.67 2.10
32 C -0.42 1.70 0.70
33 C -1.41 -1.93 -1.97
34 C -2.26 3.76 1.15
35 C 0.55 0.64 0.18
36 C 4.00 1.06 1.31
37 C -0.07 2.79 1.51
38 C -0.63 -2.66 1.24
39 H 0.93 2.85 1.95
40 H -1.54 0.32 2.56
41 H 3.56 1.73 2.05
42 H 5.92 0.88 2.30
43 H -0.62 4.79 2.16
44 H -3.69 2.48 0.07
45 H 5.41 -1.44 -1.33
46 H 6.79 -0.83 0.71
47 H 0.28 -3.24 1.11
48 H -1.67 -2.96 -1.74
49 H -2.08 0.61 -0.12
50 H 3.34 -0.14 -1.82
51 H -1.95 -4.30 0.76
52 H -2.96 4.60 1.26
53 H 1.36 0.19 -1.86
54 H -3.81 -0.76 2.43
55 H -4.00 -3.05 1.41

=====

Q: Which of these has the highest HOMO energy?
A: C27H17N4O7

=====

Q: Look up the DFT total energy of the first one.
A: -8867.67492 eV